104
Properties=species:S:1:pos:R:3:forces:R:3:mulliken_charge:R:1 method="wB97M-V/def2-TZVPD" energy_ha=-5522.09745 gap_ev=5.35 relative_energy_kcal_mol=0.0 charge=+1
I -1.53512 1.82406 -0.19344 0.489 -0.057 0.057 0.4523
Br -1.65140 -3.31519 0.81665 0.090 -0.079 -0.006 -0.1641
S 0.24315 1.09878 2.82778 0.390 0.037 0.153 -0.0372
S 0.60356 1.31571 0.77713 -0.432 0.286 -0.006 -0.2849
O -5.03429 -2.63042 5.54957 -0.082 0.050 -0.039 -0.4664
O 2.36241 -3.55800 -1.04300 -0.192 0.114 -0.025 -0.4649
O -1.28129 5.49087 -4.58557 0.062 -0.163 0.022 -0.4295
O -3.87663 3.66962 -5.97018 -0.040 0.030 -0.243 -0.3501
O 1.95205 3.66901 -1.23383 -0.169 -0.020 0.020 -0.3972
O 2.02731 4.60235 4.26491 -0.082 -0.051 0.030 -0.4663
O 0.39511 6.99708 -2.51133 0.108 -0.089 0.041 -0.4375
O 2.82205 -0.65810 6.17199 0.097 0.031 -0.148 -0.4377
O 2.10656 -6.79279 5.22504 -0.063 0.069 -0.068 -0.5336
O 5.08833 -3.24337 -5.09575 -0.040 0.067 0.059 -0.5034
O 1.99862 -2.16921 3.00741 -0.052 0.148 0.005 -0.3335
O -5.09206 2.31209 -2.09576 0.176 0.164 -0.086 -0.5340
O 3.07228 -7.20136 -3.31960 0.147 -0.097 -0.097 -0.4789
O -2.26696 -5.36312 4.17700 0.056 0.022 0.083 -0.4885
O -6.53781 5.76826 -5.05865 0.096 0.023 0.065 -0.4811
C 1.42315 3.93636 5.37114 0.106 -0.085 -0.306 -0.3418
C 0.71569 -6.68316 4.92785 0.180 -0.063 0.277 -0.4654
C -5.67251 6.80667 -4.60547 -0.055 -0.218 0.058 -0.4823
C -0.55677 -1.74716 1.05901 -0.199 0.338 -0.318 -0.0745
C 1.17720 8.10771 -2.07030 -0.079 -0.148 0.037 -0.5943
C 2.52532 -4.34145 -2.24034 -0.103 0.197 0.257 -0.5933
C 4.06626 -8.22607 -3.29125 -0.064 0.151 -0.090 -0.5670
C 5.25401 -1.94333 -4.53694 -0.047 -0.177 -0.258 -0.5443
C 1.17559 -0.26721 0.08206 -0.650 -0.651 -0.375 -0.4859
C 2.24050 -3.15910 4.02837 0.038 0.050 -0.019 -0.6795
C -5.90713 -3.73309 5.79977 0.012 0.172 -0.025 -0.5430
C -1.08014 4.08856 -4.48183 0.004 0.260 -0.031 -0.2895
C -2.12668 -4.05929 4.73472 0.049 -0.123 -0.387 -0.4152
C 2.77765 4.77032 -0.83928 -0.027 -0.169 0.070 -0.6007
C -4.88135 3.33453 -6.93213 0.103 0.262 0.015 -0.7212
C 0.13250 -1.33180 -0.21784 0.064 -0.049 0.408 -0.2193
C 4.14902 -0.33168 5.75588 -0.232 0.024 -0.083 -0.5383
C -4.21359 2.86167 -3.08983 -0.022 -0.254 0.503 -0.2412
H -0.56206 -1.00101 -0.98253 -0.129 0.006 -0.167 0.4261
H 0.24518 -7.66622 4.86519 -0.084 0.041 -0.042 0.3713
H 0.41242 3.60201 5.11585 -0.025 -0.017 0.128 0.1529
H 2.73285 5.50663 -1.63644 -0.016 -0.038 -0.063 0.1032
H 0.61841 -6.18703 3.96562 0.020 -0.004 -0.031 0.1058
H 5.05508 -7.80797 -3.08837 0.025 -0.059 0.011 0.2699
H 2.24503 -1.31381 3.37371 0.101 -0.139 0.045 0.1224
H -1.09396 1.22222 2.87484 -0.037 -0.128 -0.358 0.2088
H 4.24964 0.73945 5.56122 0.075 -0.004 0.013 0.2273
H -5.57651 -1.83888 5.47256 0.046 -0.071 0.039 0.2716
H 3.16214 -3.77959 -2.92017 0.005 0.040 0.033 0.0954
H -1.23297 -0.95982 1.36049 -0.272 0.029 0.346 0.3048
H 1.62942 -2.96220 4.90841 0.013 -0.049 0.032 0.3412
H 5.14183 -3.16449 -6.05372 0.010 -0.050 0.080 0.2989
H 0.69740 -2.17851 -0.59302 0.197 -0.052 -0.393 -0.0085
H 4.81955 -0.60465 6.56407 -0.010 -0.024 0.037 0.2737
H -6.61226 -3.87041 4.97709 -0.016 -0.060 0.020 0.2737
H 3.29283 -3.16411 4.30942 -0.005 -0.063 0.035 0.3277
H 0.39439 6.33898 -1.80849 -0.062 0.027 -0.070 0.2497
H 2.21947 -0.41196 5.46391 -0.039 0.030 0.175 0.2334
H -2.22628 -5.27505 3.21985 -0.038 -0.038 0.030 0.2469
H -5.61324 7.55056 -5.39511 -0.025 0.003 -0.034 0.2401
H 6.22668 -1.52235 -4.80058 -0.011 0.069 0.056 0.3089
H 1.80632 -4.07266 -0.44723 0.192 -0.081 0.008 0.2668
H -1.16001 -3.62662 4.44838 -0.008 0.084 0.106 0.0506
H 5.19483 -2.04405 -3.45588 0.007 -0.028 0.022 0.1874
H 2.02729 3.08086 5.68693 -0.068 -0.015 0.102 0.1351
H 3.81442 4.45642 -0.70916 0.018 0.059 0.004 0.3489
H 2.08646 3.97530 3.53806 0.044 0.079 0.060 0.2489
H 4.09253 -8.77405 -4.23531 0.033 -0.052 0.024 0.2631
H -4.54762 1.86944 -1.44026 -0.214 -0.125 0.018 0.2077
H -3.48181 4.50692 -6.24113 -0.048 -0.026 0.083 0.2421
H 1.90545 -0.67298 0.77839 0.239 0.236 0.297 0.3929
H 1.97893 -4.12950 3.61808 -0.003 0.030 -0.078 0.1544
H -6.06673 7.28116 -3.70334 0.043 0.061 -0.009 0.2907
H 1.98091 3.00345 -0.54010 0.216 0.229 -0.044 0.2541
H -3.63598 2.06980 -3.57274 0.015 0.087 -0.128 0.3263
H 1.66470 0.02935 -0.84038 0.247 0.314 -0.084 0.4847
H 2.41413 5.22529 0.08588 0.039 0.040 0.001 0.3368
H -2.16871 -4.15116 5.81649 -0.018 -0.039 0.020 0.2824
H -4.81187 3.35958 -3.83993 -0.051 -0.006 -0.041 -0.0448
H -5.33394 2.39408 -6.62743 0.035 -0.022 0.048 0.2455
H 2.99282 -5.29236 -2.01054 0.009 -0.092 -0.063 0.3767
H -0.17692 3.77572 -5.01405 -0.003 -0.079 0.045 0.3304
H -0.51886 5.93095 -4.18928 -0.122 0.196 0.043 0.2603
H -5.29053 -4.62352 5.88656 0.046 0.001 -0.014 0.2050
H 1.36122 4.64237 6.19289 0.017 0.057 -0.014 0.2731
H 3.30642 -6.59587 -4.03160 -0.056 -0.051 0.041 0.2847
H -5.64826 4.11013 -6.96142 -0.066 -0.065 -0.028 0.2940
H -6.45970 -3.59171 6.73087 -0.014 -0.061 0.004 0.2816
H 4.46030 -1.27297 -4.87841 0.045 0.092 0.070 0.2582
H 4.43355 -0.89260 4.85970 0.077 0.005 0.023 0.2460
H -1.00285 3.78150 -3.43001 0.031 -0.099 -0.035 0.0445
H -2.93665 -3.40828 4.40304 0.018 0.098 0.123 0.2968
H 0.20422 -6.08426 5.68481 -0.125 -0.003 -0.075 0.2389
H -4.66754 6.42375 -4.40410 0.027 0.066 0.002 0.1498
H -3.53491 3.59475 -2.63988 0.028 0.065 -0.138 0.2364
H 0.74985 8.55080 -1.16872 0.027 0.053 -0.011 0.2620
H 2.20947 7.80861 -1.87201 0.027 0.078 -0.011 0.2476
H 1.17190 8.84792 -2.86419 -0.020 -0.010 -0.040 0.2486
H 1.55574 -4.51255 -2.71346 0.054 -0.065 -0.079 0.3046
H 2.19407 -7.23043 6.07774 0.032 0.027 -0.087 0.3009
H 0.19517 -1.91408 1.81777 -0.105 -0.347 0.347 0.0389
H -4.44192 3.21368 -7.92440 -0.050 -0.065 -0.020 0.2900
H 3.80348 -8.91414 -2.49287 -0.036 0.003 0.022 0.2172
H -1.94633 3.61234 -4.93650 0.134 -0.114 0.103 0.1519
H -6.59267 5.10909 -4.35901 -0.059 0.036 -0.088 0.2763

101
Properties=species:S:1:pos:R:3:forces:R:3:mulliken_spin:R:1 method="wB97M-V/def2-TZVPD" multiplicity=3 energy_ha=-7186.07357 gap_ev="4.71 / 6.42" relative_energy_kcal_mol=0.0
Ge 9.20546 11.24703 10.93382 -1.128 0.005 -0.212 -0.0002
Ti 12.41734 7.93094 14.67791 2.825 0.833 1.940 1.6545
Cl 6.86724 6.65535 17.78633 -0.002 0.002 0.139 0.0000
Cl 6.71067 5.11433 15.01753 -0.253 0.407 0.265 0.0011
Cl 9.33649 8.51377 18.31064 0.187 0.694 1.386 0.0019
Cl 8.35503 6.23316 12.63112 0.418 -0.130 -0.137 0.0009
P 13.21764 12.47381 16.42738 -1.299 -1.717 -0.815 0.0355
F 9.72439 11.57058 13.93662 -0.018 0.598 -1.791 -0.0008
F 11.22363 12.57145 12.56668 -0.687 -0.049 0.091 -0.0014
O 10.95903 7.31461 13.84244 -4.009 -0.734 -2.453 0.0013
O 13.26436 8.57549 12.96761 0.507 -0.255 -1.203 -0.0332
O 11.19064 8.75696 15.92667 -1.437 0.138 1.461 0.1942
O 13.75644 7.32803 16.14511 0.740 -0.395 1.267 -0.0857
O 13.24461 6.11166 13.82703 1.169 -0.674 -1.432 -0.0480
C 9.38647 8.89070 9.12197 1.140 -0.210 -1.123 0.0030
C 14.83902 6.49884 15.65922 -0.632 -0.976 0.450 0.0343
C 7.91018 8.81815 8.70882 0.301 1.180 0.821 0.0001
C 11.75546 12.32382 8.57629 -0.043 0.431 0.341 -0.0006
C 17.21025 12.37074 17.19535 0.879 0.225 1.389 -0.0004
C 13.82521 10.47799 19.96393 -0.608 0.078 -0.936 0.0022
C 11.17066 14.28326 16.18786 -0.948 -0.164 0.580 0.0044
C 11.74978 11.99446 18.82289 0.444 0.458 -0.403 0.0002
C 10.04059 8.09259 15.80462 -0.499 -0.165 0.018 0.1411
C 13.04931 13.11555 8.32330 0.698 -1.504 -0.027 0.0000
C 9.06113 7.87153 16.78479 0.958 0.337 -1.126 -0.0015
C 9.33204 12.46422 9.37040 -0.447 -0.023 0.149 0.0002
C 7.82400 6.42134 15.28351 -0.345 0.319 0.192 0.0080
C 9.77967 9.40220 10.51782 -0.586 -0.787 0.629 -0.0011
C 12.69878 10.79515 20.69464 -0.776 0.177 0.298 -0.0002
C 13.84958 10.88141 18.61951 1.144 -0.503 0.361 -0.0013
C 13.76339 7.59153 11.94228 -0.074 1.393 1.062 0.0120
C 10.55720 15.54388 16.27440 0.628 -0.546 -0.347 -0.0001
C 13.36940 15.26638 16.21685 -0.700 0.617 0.648 -0.0001
C 8.66997 6.77002 14.23773 0.306 -0.047 0.774 -0.0049
C 12.55493 14.13260 16.35001 0.201 0.728 -0.741 0.0026
C 14.98600 12.56136 16.31213 1.029 1.117 -0.803 -0.0107
C 11.63282 11.48169 20.10082 -0.526 -0.010 0.020 0.0001
C 12.92322 11.76907 18.09262 -0.236 0.176 0.050 -0.0070
C 16.91417 12.48743 14.83883 0.810 0.004 -0.048 0.0006
C 10.63500 13.23438 9.09003 -0.510 -0.442 0.146 -0.0002
C 15.84971 12.57497 17.40000 0.064 0.161 -0.334 0.0020
C 11.38378 16.65933 16.35652 -0.152 0.549 0.135 0.0003
C 7.65423 8.33185 7.28326 -0.007 -0.082 -0.177 0.0000
C 13.55148 7.39615 17.60008 -0.215 -0.699 0.177 0.0435
C 14.28612 5.46458 14.60656 -0.467 0.990 0.625 0.0422
C 9.84680 7.42600 14.58132 0.483 -0.415 -0.943 -0.0607
C 15.53782 12.62982 15.00508 0.820 -0.718 1.229 0.0015
C 12.76476 16.53082 16.29917 0.317 -0.793 -0.131 -0.0001
C 7.99562 7.03666 16.53047 -0.983 -1.180 -0.458 0.0003
C 17.78633 12.31446 15.94109 -0.711 0.169 -0.705 0.0004
C 13.75642 9.93423 13.05635 0.398 -0.244 -1.151 -0.0096
C 13.22210 6.22737 12.32707 -0.956 -0.018 1.212 0.0110
B 10.03593 11.92070 12.65008 1.732 -0.366 2.126 0.0175
H 9.20086 8.78067 11.22656 0.319 0.276 0.065 -0.0061
H 15.43915 12.78626 18.38895 0.329 -0.448 -0.223 -0.0001
H 13.37182 10.48663 12.19458 0.141 0.088 -0.035 -0.0055
H 14.63731 9.89446 20.38542 -0.115 0.031 -0.059 -0.0001
H 10.52930 13.39235 16.02592 0.546 0.536 0.325 0.0016
H 12.58627 10.49470 21.72363 0.117 -0.148 0.168 -0.0001
H 10.97986 17.67084 16.43323 -0.087 -0.356 0.028 0.0000
H 10.65734 11.61576 20.59319 0.741 -0.063 0.108 0.0001
H 14.28861 8.05915 18.08071 -0.014 -0.406 -0.367 0.0053
H 7.46345 9.82286 8.88331 0.052 -0.475 -0.339 0.0000
H 12.92745 13.89426 7.59636 -0.250 0.304 -0.625 0.0000
H 9.13394 11.74292 8.56556 0.010 0.356 -0.207 0.0000
H 10.97049 12.61480 18.37542 0.089 -0.248 0.290 0.0002
H 13.73577 5.40886 11.79112 0.018 0.345 0.553 0.0036
H 14.89631 12.74716 14.15398 -0.284 -0.075 -0.322 0.0017
H 11.41825 11.77412 7.68748 0.119 0.283 -0.030 0.0000
H 7.70733 11.16305 11.38662 0.211 -0.041 -0.432 -0.0001
H 12.55026 7.83373 17.80756 0.598 -0.363 -0.566 -0.0191
H 8.46431 13.16176 9.38900 0.528 -0.507 0.121 0.0000
H 13.77832 4.61573 15.10695 0.453 0.441 -0.161 -0.0209
H 7.99096 7.29655 7.11256 -0.036 0.318 0.201 0.0000
H 10.36934 14.02792 8.39166 0.326 -0.023 -0.388 0.0001
H 6.58788 8.36650 7.05721 -0.065 -0.125 0.126 0.0000
H 17.36996 12.48770 13.84332 -0.368 0.115 0.235 0.0000
H 10.97032 13.76391 9.98309 0.076 -0.090 0.163 0.0000
H 13.39905 17.40124 16.37605 -0.014 0.157 -0.260 -0.0001
H 9.46946 15.62252 16.24876 0.353 0.051 -0.057 0.0000
H 18.87994 12.21335 15.81138 -0.866 -0.048 0.042 0.0000
H 15.30501 5.91123 16.48757 -0.374 0.478 -0.451 0.0069
H 13.60610 6.34658 18.01102 -0.019 1.110 -0.339 -0.0005
H 14.85233 7.62218 11.99314 0.078 0.047 -0.199 0.0048
H 12.12854 6.16796 12.10718 0.862 0.070 0.258 -0.0016
H 15.59512 7.16692 15.25806 0.070 0.000 -0.298 -0.0174
H 9.76748 7.85802 9.00226 0.097 0.339 0.122 0.0002
H 13.39827 13.62898 9.22190 0.013 -0.284 0.129 0.0000
H 14.85454 9.90436 13.01929 -0.185 0.222 0.166 -0.0060
H 7.44458 8.18413 9.45366 -0.450 -0.344 -0.011 0.0000
H 13.38368 7.91273 10.96822 0.197 -0.105 0.036 0.0054
H 10.84581 9.20308 10.78861 -0.714 0.264 -0.503 0.0098
H 13.85512 12.41168 7.95205 -0.712 0.900 0.454 0.0000
H 13.38414 10.45712 13.96003 0.122 -0.745 -0.245 0.0796
H 17.85415 12.29472 18.09060 -0.320 0.135 -0.565 0.0000
H 9.93688 9.48924 8.37155 -0.161 -0.203 0.059 0.0000
H 15.15134 5.11650 14.04710 -0.141 -0.121 -0.425 0.0072
H 8.11633 8.95313 6.50329 0.169 -0.005 0.386 0.0000
H 14.68820 10.52624 18.00436 -0.381 0.341 0.300 0.0006
H 11.92471 11.53756 9.33260 0.108 0.233 -0.100 0.0010
H 14.44564 15.20251 16.07716 -0.130 -0.158 0.385 0.0001